41
Properties=species:S:1:pos:R:3:forces:R:3:lowdin_spin:R:1 method="wB97M-V/def2-TZVPD" total_charge=+2 energy_ev=-344458.9638 homo_ha="-0.5090 / -0.5107" s_squared=0.77 multiplicity=2
Ti 0.74371 -0.09136 -0.40806 -0.077 -0.768 -0.329 0.03
C -0.60460 -2.49709 3.18165 0.024 -0.003 0.010 0.00
C -0.30534 -1.43632 2.17872 -0.030 -0.090 -0.047 0.00
N -0.04269 -1.68524 0.94276 0.073 0.092 0.094 0.00
N 0.06925 -3.01447 0.57718 -0.074 -0.122 -0.009 0.00
C 0.94961 -3.41203 -0.34184 0.056 0.067 0.009 0.00
N 0.88730 -4.65225 -0.79750 0.000 0.026 -0.007 0.00
S 2.20702 -2.41138 -0.98720 -0.055 -0.099 -0.018 0.00
C -0.14720 -0.01708 2.54516 0.009 0.081 0.029 0.00
C -0.52222 0.52023 3.75974 -0.015 -0.057 0.009 0.00
C -0.22871 1.85538 4.02299 0.025 0.031 -0.024 0.00
C 0.43258 2.60144 3.06815 -0.015 -0.025 0.023 0.00
C 0.75790 1.99866 1.85979 -0.002 0.007 0.044 0.00
N 0.47799 0.72477 1.60925 0.028 0.055 -0.301 0.00
H 0.27320 -3.13951 3.29561 -0.003 0.000 0.001 0.00
H -1.44680 -3.11972 2.87129 -0.018 0.015 0.000 0.00
H -0.84317 -2.08575 4.15526 0.002 -0.001 -0.001 0.00
H -0.57794 -3.68414 0.97578 0.020 0.035 0.019 0.00
H 0.10106 -5.26030 -0.62006 0.010 -0.003 0.007 0.00
H 1.63884 -5.01823 -1.36381 -0.020 -0.019 -0.005 0.00
H -1.03616 -0.07409 4.50011 0.002 -0.005 -0.006 0.00
H -0.51311 2.29566 4.96886 -0.002 0.004 0.000 0.00
H 0.69030 3.63673 3.23799 0.002 0.003 -0.004 0.00
H 1.25339 2.55504 1.07434 -0.006 -0.008 0.006 0.00
Br -0.23422 3.69833 -6.18735 -0.010 -0.046 0.115 0.04
C -0.35525 2.97790 -4.47394 0.140 -0.103 -0.203 0.09
C -1.17732 3.63080 -3.48282 -0.163 0.181 0.098 0.16
Br -2.10292 5.17687 -3.93293 0.078 -0.129 0.033 0.08
C -1.28191 3.12539 -2.19531 -0.107 0.036 0.041 -0.02
Br -2.30971 3.92801 -0.84908 0.042 -0.039 -0.031 -0.01
C -0.58245 1.96518 -1.87135 0.049 -0.004 0.116 0.16
O -0.57152 1.40465 -0.69401 0.202 0.051 0.032 0.11
C 0.24611 1.30658 -2.86318 0.106 0.195 0.249 0.17
O 0.88778 0.28610 -2.42782 0.085 0.069 0.155 0.16
C 0.34676 1.83461 -4.16578 -0.069 -0.029 -0.279 0.01
Br 1.43384 0.92480 -5.38608 -0.038 0.014 0.092 0.00
O 2.55462 0.02770 -0.46914 0.185 0.570 -0.273 0.00
N 2.37459 -1.10217 0.26128 -0.468 -0.013 0.268 0.00
O -0.91128 -1.39160 -1.57780 0.038 0.040 0.126 0.01
H -1.80555 -1.04110 -1.46510 -0.039 -0.025 0.007 0.00
H -0.72579 -1.34105 -2.52576 0.038 0.016 -0.047 0.00


31
Properties=species:S:1:pos:R:3:forces:R:3:lowdin_charge:R:1 method="wB97M-V/def2-TZVPD" smiles=N#Cc1cccnc1NCCOc1ccc(Cl)cc1 energy_ev=-33742.8021 homo_ha=-0.3030
N 3.09708 2.78510 0.59954 2.003 -4.981 -1.089 0.18
C 3.54636 1.68964 0.36757 -3.799 9.446 1.966 -0.24
C 4.06623 0.49683 0.13510 -3.754 -7.186 -0.879 -0.24
C 5.32485 0.26624 -0.15428 4.437 -0.510 -2.029 -0.02
C 5.85631 -1.12018 -0.50826 -3.149 4.246 2.319 -0.03
C 4.93971 -2.13648 -0.23972 -0.548 1.777 0.160 -0.17
N 3.61910 -2.10247 0.14569 1.723 4.448 -2.044 0.08
C 3.12245 -0.76579 0.09282 -0.227 -2.142 3.101 -0.15
N 1.77779 -0.84860 0.44381 2.038 2.400 -0.812 0.01
C 0.80188 0.38120 0.65140 -0.708 -6.982 -1.915 -0.02
C 0.27801 0.77539 -0.85312 14.379 -6.798 0.131 -0.36
O -0.78894 1.23423 -0.77211 -11.252 10.910 0.331 0.00
C -1.96977 0.86108 -0.39970 -0.177 -7.053 -2.049 -0.28
C -2.18418 -0.62215 -0.54439 -5.753 4.497 3.124 0.11
C -3.50456 -1.17119 -0.07377 11.828 1.906 -3.272 -0.12
C -4.47924 -0.46350 0.05402 -10.246 11.741 2.242 -0.65
Cl -6.20216 -0.87896 0.43505 1.180 -0.655 -0.290 0.59
C -4.38582 1.02265 0.06356 4.398 0.353 -2.304 0.02
C -2.99057 1.71227 -0.29921 -7.115 -3.868 2.545 0.07
H 5.87747 1.30904 -0.22094 -0.184 -2.700 0.154 0.16
H 6.91311 -1.08856 -0.50892 0.810 -1.066 -0.587 0.07
H 5.29034 -3.08471 -0.35656 0.979 -2.769 -0.092 0.06
H 1.52022 -1.86312 0.43805 -0.231 1.625 0.167 0.14
H 0.00994 -0.38686 1.18379 1.221 3.269 -0.654 0.16
H 1.30888 1.18444 1.16227 -0.406 -0.021 0.403 0.07
H 0.27450 0.00102 -1.68216 0.709 -0.690 1.194 0.15
H 1.19443 1.40056 -1.17966 -1.748 0.232 0.113 0.14
H -1.41532 -1.23580 -0.40230 3.248 -2.467 -0.166 0.04
H -3.57586 -2.09479 -0.13041 -0.494 -8.694 -0.031 0.04
H -5.24209 1.72097 0.04728 0.449 -0.865 0.390 0.09
H -2.96905 2.71870 -0.13922 0.390 2.597 -0.128 0.07


32
Properties=species:S:1:pos:R:3:forces:R:3:lowdin_charge:R:1 method="wB97M-V/def2-TZVPD" energy_ev=-36904.5478 homo_ha=-0.3367
O 1.15676 0.50361 -0.99496 -1.444 1.498 0.140 0.10
C 0.39453 0.32173 -0.07396 1.967 -3.652 1.449 -0.38
O -0.60305 1.06737 0.48760 2.474 -0.099 -1.516 0.01
C -0.66265 2.32293 -0.24502 4.974 1.811 1.666 -0.13
C -1.55028 3.22576 0.40233 -3.493 -3.340 4.289 -0.17
C -2.55094 2.53974 1.21293 0.372 -0.494 -2.664 -0.01
C -3.30557 3.31082 2.03342 -7.328 -4.302 2.333 -0.15
C -3.36668 4.62774 2.00955 2.867 3.150 -0.268 -0.70
C -2.24840 5.19057 1.40294 -2.001 -0.025 1.000 -0.10
C -1.33775 4.52638 0.72384 -8.784 -5.698 2.564 -0.02
H -0.57908 4.75962 0.35065 11.484 5.416 -5.209 0.02
H -2.09956 6.16610 1.51868 0.471 4.099 0.574 0.07
Cl -4.32905 5.75586 2.87368 -0.719 -0.464 0.256 0.70
H -4.42470 2.81774 2.55286 3.798 1.015 -1.293 0.20
H -2.89320 1.46652 1.01408 1.029 1.676 0.582 0.15
H -0.93806 2.04994 -1.15696 -1.184 -0.847 -4.227 0.09
H 0.44882 2.87383 -0.38182 -2.656 -1.770 0.491 0.21
C 0.68934 -1.09404 0.70253 -10.271 3.200 -0.294 -0.16
N 1.31030 -2.00368 0.04004 10.985 -1.504 -5.374 0.00
C 1.09156 -3.30874 -0.23961 -3.121 -0.915 -0.997 -0.36
O -0.04613 -3.76549 -0.07369 1.146 -0.195 0.554 0.05
C 2.08067 -4.15263 -1.04620 -3.182 3.836 2.107 -0.22
C 1.86777 -5.35074 -1.58594 8.548 5.640 0.011 0.08
C 3.18720 -5.56629 -2.27833 -7.645 -10.432 -0.079 -0.08
C 3.55969 -4.44950 -2.44027 12.536 15.328 -1.545 -0.17
O 3.09536 -3.38204 -1.54584 -0.129 -4.670 -1.844 0.02
H 4.87196 -3.93025 -2.80641 -4.474 -1.950 0.591 0.23
H 3.22449 -6.44460 -2.89773 1.027 -0.110 0.083 0.13
H 1.22217 -5.99770 -1.48244 -6.604 -6.098 1.369 0.04
H 2.31665 -1.57123 -0.41352 -3.408 -1.972 1.533 0.25
H 0.84723 -0.91599 1.69395 0.975 0.445 2.819 0.10
H -0.42940 -1.59332 0.64362 1.791 1.425 0.899 0.19


31
Properties=species:S:1:pos:R:3:forces:R:3:lowdin_charge:R:1 method="wB97M-V/def2-TZVPD" smiles=Oc1ccc(-c2csc(NCc3ccco3)n2)cc1 energy_ev=-32622.6599 homo_ha=-0.2742
O 0.51144 2.80392 4.42474 0.015 0.136 0.141 0.05
C 0.43511 1.78063 3.53046 -0.057 -0.179 -0.315 -0.32
C 0.03442 1.97530 2.21351 0.048 0.124 0.243 -0.02
C -0.02763 0.90730 1.34250 0.060 -0.233 0.085 -0.01
C 0.31036 -0.37820 1.76318 -0.021 0.421 0.243 -0.17
C 0.23916 -1.47595 0.81025 0.301 -1.092 0.061 -0.33
C 0.66898 -2.75564 1.00055 -0.101 0.210 -0.115 -0.37
S 0.40290 -3.72408 -0.40763 -0.219 0.643 -0.138 1.01
C -0.29013 -2.28141 -1.17295 0.559 -1.082 0.560 -0.63
N -0.69562 -2.33504 -2.46173 -0.165 -0.163 -0.618 0.00
C -1.45266 -1.23882 -3.03677 -0.141 0.248 0.198 -0.10
C -0.71887 0.05222 -2.87061 0.774 -0.149 -0.569 -0.30
C 0.56955 0.40373 -3.14787 -0.657 -0.289 -0.042 -0.03
C 0.70409 1.75435 -2.74557 -0.423 0.239 0.233 -0.06
C -0.51219 2.11982 -2.26064 0.767 0.409 -0.085 -0.14
O -1.37880 1.09583 -2.33367 -0.494 -0.232 0.043 0.04
N -0.30118 -1.24130 -0.42760 -0.431 0.574 -0.238 0.12
C 0.70857 -0.56384 3.08764 -0.088 0.132 -0.240 -0.02
C 0.77074 0.50000 3.96155 0.009 0.283 0.153 -0.01
H 0.25178 3.62911 3.99752 0.030 -0.138 0.027 0.10
H -0.22838 2.96912 1.87358 -0.022 0.084 -0.029 0.11
H -0.33709 1.05246 0.32024 -0.026 0.026 -0.093 0.09
H 1.13222 -3.19827 1.85711 0.103 -0.026 0.250 0.06
H -0.84206 -3.25278 -2.84979 -0.019 0.137 0.010 0.12
H -2.43532 -1.12924 -2.55800 0.069 -0.018 -0.100 0.13
H -1.59539 -1.46528 -4.09748 -0.051 0.026 0.147 0.13
H 1.32609 -0.22209 -3.57404 0.131 -0.213 -0.075 0.11
H 1.58399 2.36088 -2.80876 0.141 0.194 0.024 0.10
H -0.87715 3.04383 -1.85784 -0.151 0.075 0.060 0.12
H 0.96678 -1.54978 3.44135 0.025 -0.114 0.055 0.11
H 1.07629 0.36321 4.98680 0.036 -0.030 0.123 0.12


30
Properties=species:S:1:pos:R:3:forces:R:3:lowdin_charge:R:1 method="wB97M-V/def2-TZVPD" smiles="O=C(c1cccs1)N1N=CC[C@H]1c1ccccc1" energy_ev=-30572.6541 homo_ha=-0.3222
O 2.84987 -0.24208 1.35828 -2.743 0.457 0.053 0.04
C 1.66129 -0.53759 1.10131 2.983 -0.086 1.951 -0.39
C 1.58516 -1.65197 0.13333 -0.953 -0.233 -2.198 -0.47
C 0.81637 -2.77522 0.10994 1.977 -0.458 -2.217 -0.12
C 1.15453 -3.74948 -0.98330 0.702 2.736 2.189 -0.13
C 2.22748 -3.25798 -1.71927 -2.438 0.021 1.298 -0.39
S 2.65284 -1.63574 -1.24992 0.278 -0.795 0.219 1.04
N 0.53663 -0.08045 1.83133 1.940 -3.944 -4.614 -0.06
N 0.68891 0.45682 3.05272 -2.581 3.338 -0.114 0.15
C -0.43430 1.11991 3.16459 0.338 0.364 3.492 -0.13
C -1.50746 0.75110 2.22438 -1.181 1.388 0.273 -0.15
C -0.77875 0.05665 1.11135 0.185 2.947 0.073 -0.19
C -0.80392 0.95051 -0.16964 0.479 -2.871 -1.065 -0.18
C -0.61353 2.30576 -0.13345 -0.008 0.443 -0.255 -0.04
C -0.61616 3.07536 -1.31209 -0.073 -0.714 1.654 -0.07
C -0.72308 2.48302 -2.55582 0.008 0.681 -0.041 -0.11
C -0.89614 1.11167 -2.62982 -0.878 -1.418 1.144 -0.06
C -1.00365 0.29129 -1.42031 1.008 2.457 -1.434 0.01
H 0.24407 -2.90224 0.95522 -1.806 -0.900 1.430 0.08
H 0.64380 -4.69607 -0.98444 0.279 -0.260 -0.505 0.09
H 2.62078 -3.82394 -2.52851 0.640 0.209 -0.620 0.05
H -0.74132 1.83911 4.00854 1.179 -1.506 -0.953 0.14
H -2.02194 1.69110 1.94946 -0.068 -0.642 -0.217 0.12
H -2.25436 0.11497 2.71562 0.198 0.092 0.082 0.13
H -1.32373 -0.79970 0.85551 0.093 -1.867 -0.196 0.12
H -0.48393 2.70362 0.87276 0.052 0.604 -0.459 0.11
H -0.60565 4.12632 -1.15365 0.310 0.804 -0.349 0.09
H -0.68849 3.15594 -3.43823 -0.108 -0.859 0.511 0.12
H -1.08871 0.70828 -3.63270 0.294 -0.274 0.607 0.10
H -1.09661 -0.78900 -1.53319 -0.109 0.288 0.260 0.10


29
Properties=species:S:1:pos:R:3:forces:R:3:lowdin_charge:R:1 method="wB97M-V/def2-TZVPD" smiles=OB1c2ccccc2CCc2ccccc21 energy_ev=-17453.5662 homo_ha=-0.3224
O -1.97538 -1.09036 1.61189 0.434 0.381 -0.900 0.11
B -0.95733 -0.54335 0.81334 1.218 0.129 2.617 -0.33
C 0.40497 -0.07289 1.60587 -0.910 -0.079 -1.203 -0.04
C 1.02404 -0.76420 2.66182 -1.739 0.277 -0.348 -0.04
C 2.16150 -0.25621 3.23637 0.050 -0.482 -0.708 -0.10
C 2.72417 0.91991 2.79614 -0.005 -0.350 -0.024 -0.08
C 2.16678 1.56971 1.72923 -1.180 -0.102 -0.901 -0.04
C 1.03434 1.07583 1.07448 -0.615 -0.493 0.646 -0.18
C 0.32894 1.87056 -0.01946 0.900 0.479 -1.074 -0.14
C 0.39946 1.38361 -1.51319 -1.367 -1.289 0.028 -0.09
C -0.60611 0.21814 -1.77674 0.859 0.841 1.902 -0.16
C -1.01388 -0.07997 -3.04128 0.686 1.652 -1.818 -0.08
C -1.75441 -1.17920 -3.28828 -0.329 -2.884 0.171 -0.08
C -1.97218 -2.11168 -2.25081 -2.077 -0.462 -1.991 -0.06
C -1.67144 -1.78455 -0.96662 -0.707 -1.242 -1.344 -0.09
C -1.04295 -0.62068 -0.72140 0.925 1.984 0.721 -0.05
H -2.72901 -1.46195 1.10344 0.676 0.618 0.499 0.10
H 0.49414 -1.62198 3.10257 0.521 0.211 -0.350 0.12
H 2.68893 -0.89703 3.87942 0.551 -0.366 1.355 0.09
H 3.60149 1.26954 3.28425 0.612 0.414 0.179 0.10
H 2.51282 2.48747 1.34412 0.843 1.016 -0.116 0.10
H -0.70880 2.03884 0.25689 -0.266 -0.215 -0.058 0.12
H 0.73748 2.87967 -0.06837 0.258 0.090 0.348 0.10
H 1.36410 0.87141 -1.78235 -0.470 1.146 0.314 0.14
H 0.11505 2.21776 -2.22909 0.760 -0.884 0.881 0.13
H -0.76789 0.53628 -3.94280 0.023 -0.226 1.148 0.13
H -1.98423 -1.43278 -4.31924 -0.356 0.021 0.207 0.11
H -2.63847 -2.97933 -2.41391 0.788 0.306 -0.224 0.11
H -1.93614 -2.44258 -0.16629 -0.082 -0.491 0.044 0.11


39
Properties=species:S:1:pos:R:3:forces:R:3:lowdin_spin:R:1 method="wB97M-V/def2-TZVPD" total_charge=+1 energy_ev=-86094.7500 homo_ha="-0.3833 / -0.3856" s_squared=8.80 multiplicity=6
Ru 1.55985 -0.78901 0.04001 0.797 0.535 1.183 2.67
S 2.82404 -1.73695 4.07763 -0.346 0.200 0.459 0.87
Sb 3.90209 -2.04690 2.04740 0.160 0.291 -1.081 0.14
S 1.99930 -2.91818 0.66244 -0.044 0.472 -0.272 0.35
S 3.61842 0.10149 0.90301 -0.376 -0.736 0.168 0.51
Cl 1.01106 1.40035 -6.46251 -0.001 0.008 -0.204 0.01
C 1.00763 1.29246 -4.74677 -0.039 0.197 0.304 0.04
C 0.77502 2.41860 -3.99376 0.041 -0.151 -0.453 -0.01
C 0.77671 2.36300 -2.60031 0.094 -0.401 1.028 0.05
I 0.43009 4.04627 -1.42112 0.017 -0.055 -0.253 0.01
C 1.02317 1.16842 -1.91845 -0.126 0.508 -1.170 -0.02
O 1.05549 1.06021 -0.61775 0.240 -1.007 0.583 0.12
C 1.23942 0.00765 -2.71156 -0.091 0.350 0.081 0.00
N 1.43433 -1.14754 -2.00557 0.025 -0.251 -0.540 0.03
C 1.64468 -2.27640 -2.67068 -0.075 0.098 0.147 0.04
C 1.68671 -2.31604 -4.06271 -0.039 0.044 -0.261 0.00
C 1.48522 -1.16871 -4.79272 0.035 -0.165 0.163 0.03
C 1.24392 0.04385 -4.12182 -0.014 -0.009 0.103 0.00
H 0.59653 3.35894 -4.49682 -0.011 0.007 0.022 0.00
H 1.77338 -3.17410 -2.08225 0.059 0.024 0.034 0.01
H 1.87108 -3.25903 -4.55665 -0.005 -0.007 0.027 0.00
H 1.50810 -1.19462 -5.87340 -0.003 0.039 -0.001 0.00
O 0.77400 -0.47552 2.13821 0.022 0.122 0.024 0.09
C -0.44391 -0.54657 1.88889 -0.807 0.054 -0.220 0.01
O -0.93685 -0.65221 0.73945 0.068 -0.190 0.304 0.05
C -1.44376 -0.50904 3.06069 0.587 0.035 0.061 0.00
N -2.80921 -0.39465 2.43799 0.234 -0.124 -0.418 0.00
C -3.32063 0.97442 2.75261 -0.061 0.341 0.208 0.00
C -2.72766 1.24537 4.12816 0.072 -0.080 -0.061 0.00
C -1.29889 0.70588 3.99078 -0.086 0.064 0.013 0.00
H -1.35794 -1.45387 3.59549 -0.109 -0.015 -0.006 0.00
H -3.44700 -1.10838 2.77696 -0.001 -0.069 -0.013 0.00
H -2.58723 -0.55011 1.42089 -0.222 0.060 0.189 0.00
H -4.40603 0.99656 2.70646 0.003 -0.080 -0.049 0.00
H -2.91455 1.66359 2.01310 0.015 -0.093 -0.073 0.00
H -3.28020 0.69185 4.89037 -0.013 0.032 0.015 0.00
H -2.75640 2.30141 4.38537 -0.029 -0.006 -0.007 0.00
H -0.86184 0.42627 4.94548 0.016 -0.011 -0.015 0.00
H -0.64812 1.45126 3.53346 0.012 -0.028 -0.018 0.00


Molar mass (g mol⁻¹)
713.8; 273.7; 293.7; 272.3; 256.3; 208.1; 738.7